Entry one
16
Properties=species:S:1:pos:R:3 method="wB97M-V/def2-TZVPD" orbital_gap_ev=9.69 spin_multiplicity=1
H -1.27180 -0.40073 -2.31925
N -1.57591 0.15272 -1.52412
C -0.68962 0.34681 -0.62317
C -1.03106 1.21956 0.57145
N -2.15545 1.92920 0.39237
O -0.35563 1.22522 1.57881
C 0.77706 0.04163 -0.77746
O 1.65726 0.53353 -1.40717
N 0.78994 -1.13548 0.02374
C 2.01976 -1.56091 0.65835
H -2.59278 1.91402 -0.52411
H -2.58734 2.40779 1.17744
H -0.02440 -1.66546 0.32158
H 2.19860 -2.61498 0.46161
H 2.83133 -0.98257 0.24490
H 2.01005 -1.41035 1.74502

=====

Entry two
16
Properties=species:S:1:pos:R:3 method="wB97M-V/def2-TZVPD" orbital_gap_ev=8.05 spin_multiplicity=1
C -0.39878 0.04145 -0.75529
C -1.09865 -0.28375 0.42176
C -0.38648 -0.01258 1.63928
C 0.91359 0.05959 1.10123
H -0.73757 -0.31977 -3.07975
H 0.27076 0.93689 -2.57924
H -3.03439 -0.55535 0.61918
H -1.53711 -1.47803 2.46352
H 1.53932 0.43863 1.96072
H 2.71929 1.45406 -0.37861
H 2.55460 -0.02119 -1.48839
N -0.55208 0.39159 -2.18314
N 0.93748 0.10079 -0.27201
N 1.92095 0.72835 -1.02396
O -2.23796 -1.03061 0.66974
O -0.87298 -0.45008 2.88495

=====

Entry three
16
Properties=species:S:1:pos:R:3 method="wB97M-V/def2-TZVPD" orbital_gap_ev="7.41 / 7.41" spin_multiplicity=1
C -0.54637 1.86393 -1.00511
N -0.00386 0.63390 -0.41488
C 0.35169 -1.48616 0.83271
C 0.81894 0.58980 0.56858
C -0.54134 -0.76172 -0.74574
O 1.32590 -2.34185 0.42301
N 1.78256 1.00898 1.18579
N -1.81232 -0.98588 -0.83412
O -0.21958 -1.62326 1.89009
H 1.42349 -3.02528 1.11101
H 1.73857 1.27664 2.16186
H -2.37900 -0.40238 -0.22233
H 0.11655 -1.22734 -1.47909
H -0.16677 2.73733 -0.47776
H -0.25568 1.91396 -2.05546
H -1.63278 1.82933 -0.93856

=====

Of them, entry one has the highest stability.